85
Properties=species:S:1:pos:R:3:mulliken_charge:R:1 method="wB97M-V/def2-TZVPD" spin_multiplicity=5 e_above_lowest_kcal_mol=15.3 molar_mass_da=748.91 orbital_gap_ev="6.557 / 5.147" charge=+1 s_squared=6.027 e_tot_ha=-2142.43560
Os 0.15221 -0.39839 -1.04205 1.493
C -0.12595 3.58243 -3.28259 -0.916
C -1.26689 3.40561 -4.07841 -0.486
C -2.02468 2.27505 -3.95253 -0.945
C -1.73628 1.32288 -2.98742 0.237
N -0.59756 1.42813 -2.26527 0.358
C 0.14607 2.56693 -2.37522 -0.566
C -2.56785 0.10794 -2.77096 0.753
C -3.91062 0.06746 -2.92208 -0.778
C -4.58915 -1.05531 -2.58175 -0.686
C -3.93154 -2.14897 -2.04525 -1.063
C -2.55226 -2.05616 -1.99279 -0.239
N -1.85251 -0.95614 -2.28233 0.286
H 0.51626 4.45877 -3.27658 0.512
H -1.59971 4.20431 -4.80478 0.374
H -2.90577 2.18108 -4.51898 0.651
H 0.99059 2.49629 -1.66387 0.488
H -4.52081 0.94390 -3.19133 0.394
H -5.69704 -1.10977 -2.60670 0.359
H -4.40284 -3.08748 -1.71229 0.464
H -1.97817 -2.87969 -1.50510 0.533
C 4.53670 -1.88189 1.94343 -0.985
N 4.14724 -1.09636 0.76424 0.205
C 3.67916 0.23869 1.08685 -0.826
C 3.44842 -1.69215 -0.42614 -1.474
C 2.25567 -2.50389 0.01914 1.665
C 2.49573 -3.78730 0.53562 -0.461
C 1.50631 -4.58250 1.02346 -0.775
C 0.15832 -4.16870 0.99164 -0.958
C -0.12164 -2.92663 0.51066 -0.371
C 0.91632 -2.05596 -0.01413 0.471
H 5.19183 -1.18706 2.53374 0.358
H 5.11929 -2.71760 1.52839 0.360
H 3.71333 -2.25682 2.62545 0.248
H 4.28941 0.73330 1.84220 0.484
H 2.68514 0.20754 1.56506 0.163
H 3.55413 0.91198 0.21470 0.209
H 4.10761 -2.40070 -0.90967 0.531
H 3.21962 -0.86380 -1.15479 0.152
H 3.54498 -4.11161 0.74638 0.287
H 1.66340 -5.54224 1.56091 0.351
H -0.62977 -4.86198 1.40948 0.356
H -1.14869 -2.46720 0.62225 0.352
C -3.47163 1.50862 0.40095 -1.323
C -2.81794 2.40848 1.54843 1.673
C -3.80625 2.50463 2.67197 -1.885
C -2.19646 3.69467 0.98229 -1.556
O -1.68795 1.71157 2.18464 -0.550
P -0.40485 1.05161 1.56330 0.902
O -0.93420 -0.04712 0.57738 -0.559
O 0.47678 2.05091 0.83659 -0.760
O 0.34547 0.28087 2.71323 0.001
C 0.89935 0.78580 4.01710 1.209
C 1.75068 -0.40346 4.50673 -1.472
C -0.23073 1.12302 4.93902 -1.591
C 1.73039 2.05495 3.81688 -1.194
H -4.48719 1.79143 0.31188 0.729
H -3.38354 0.47151 0.74123 0.211
H -2.84672 1.75619 -0.45387 0.112
H -4.66932 3.05015 2.34564 0.465
H -3.47803 2.97797 3.56912 0.395
H -4.02276 1.47352 2.95815 0.400
H -2.89975 4.24872 0.36288 0.390
H -1.34612 3.51586 0.32910 0.211
H -1.83030 4.39983 1.67755 0.430
H 1.13184 -1.27762 4.58650 0.399
H 2.18484 -0.04204 5.39358 0.505
H 2.59445 -0.49970 3.80725 0.064
H -0.97937 0.30120 4.97017 0.288
H -0.76138 1.96302 4.54849 0.334
H 0.23720 1.34903 5.88124 0.503
H 2.73629 1.87267 3.39278 0.168
H 1.91680 2.52266 4.80564 0.477
H 1.19723 2.82000 3.26753 0.281
C 2.09079 -0.78086 -4.73047 -1.499
C 0.98544 -1.34361 -3.78061 1.049
C 0.85719 -2.81138 -3.62888 -1.171
O 1.25354 -0.55167 -2.57250 -0.174
H 2.09941 -1.14948 -5.79782 0.317
H 3.02665 -0.90091 -4.24600 0.392
H 2.03838 0.30107 -4.78584 0.366
H 0.02735 -0.90026 -4.15008 -0.010
H 1.89346 -3.25085 -3.62369 0.366
H 0.35436 -3.21812 -4.47323 0.383
H 0.54864 -3.14886 -2.62484 0.157